--- one ---
Here is C6H11N in the gas phase from the Open Molecules 2025 dataset. Energies are from ωB97M-V/def2-TZVPD.

Atoms and positions in Å:
C  1.056  2.721  -0.724
C  0.519  1.322  -0.743
C  -0.717  0.900  -0.947
C  -1.083  -0.553  -0.833
C  -0.890  -1.063  0.585
C  -0.357  -2.235  0.922
N  0.149  -2.545  2.187
H  2.141  2.716  -0.770
H  0.886  3.165  0.265
H  0.678  3.410  -1.484
H  1.303  0.562  -0.756
H  -1.475  1.575  -1.327
H  -0.422  -1.086  -1.523
H  -2.074  -0.844  -1.181
H  -0.756  -0.282  1.338
H  -0.262  -2.963  0.126
H  1.001  -3.082  2.111
H  0.303  -1.721  2.755

Output
HOMO = -7.960 eV
charge = 0
HOMO-LUMO gap = 9.14 eV
lowest unoccupied orbital energy = 1.18 eV
SMILES string = C/C=C/C/C=C/N


--- two ---
Here is C6H11N in the gas phase from the Open Molecules 2025 dataset. Energies are from ωB97M-V/def2-TZVPD.

Atoms and positions in Å:
C  -2.295  1.168  0.689
C  -1.042  0.681  0.847
C  -0.030  0.694  -0.243
C  0.818  1.733  -0.353
C  -0.006  -0.561  -1.213
C  0.520  -1.670  -0.348
N  1.830  -1.578  0.443
H  -2.860  1.182  1.606
H  -2.873  1.074  -0.219
H  -0.667  0.375  1.831
H  1.797  1.716  -0.819
H  0.468  2.591  0.224
H  0.448  -0.263  -2.139
H  -1.067  -0.795  -1.390
H  0.581  -2.631  -0.886
H  -0.167  -1.685  0.524
H  1.972  -0.606  0.858
H  1.659  -2.106  1.305

Output
HOMO = -9.158 eV
charge = 0
HOMO-LUMO gap = 10.16 eV
lowest unoccupied orbital energy = 1.00 eV
SMILES string = C=CC(=C)CCN


The energetic minimum among the shown structures is one; the next structure lies 1.068 eV above.